(A)
DFT (the ωB97M-V functional and the def2-TZVPD basis) results for an isolated molecule of C6H11N.

Structure (ORCA input):
```
! wB97M-V def2-TZVPD RIJCOSX def2/J DEFGRID3
* xyz 0 1
H 0.52813 1.72749 -0.31500
C 0.68816 -0.31861 0.15622
C -1.68959 0.02579 -0.54393
H -3.03796 -1.53003 -1.18240
C -0.61181 -0.74598 -0.41385
H 3.25608 1.46311 0.20688
H -0.65759 -1.77469 -0.76129
H -3.28256 0.07178 -1.99613
N 1.46502 -1.37534 0.59830
H 2.42359 -1.23047 0.86391
H 2.25951 2.39537 1.28918
H -1.64367 1.05330 -0.20676
C 1.08558 0.95856 0.21064
C -2.99855 -0.44531 -1.08806
H -3.81740 -0.21153 -0.39031
H 1.04871 -2.19110 1.00907
C 2.37402 1.38872 0.85710
H 2.61032 0.73896 1.70643
*
```

* SMILES: C/C=C(N)/C=C/C
* gap between HOMO and LUMO: 0.3216 hartree

=====

(B)
DFT (the ωB97M-V functional and the def2-TZVPD basis) results for an isolated molecule of C6H11N.

Structure (ORCA input):
```
! wB97M-V def2-TZVPD RIJCOSX def2/J DEFGRID3
* xyz 0 1
H -0.03071 -0.63711 1.79634
C 1.12129 2.18348 0.54602
H 0.13456 -0.17175 -1.11978
H 1.60393 -0.84938 1.14502
H -2.74083 -0.96277 -0.96060
C -0.11082 -0.60644 -0.16768
H 1.63781 2.91853 -1.33046
C 1.62021 2.05006 -0.69055
H 0.87097 1.38475 2.36629
H -0.73475 -2.46268 0.51419
C -0.88782 -1.68714 -0.23784
C 0.69429 -0.24354 1.07940
N 0.76278 1.15544 1.39482
H -1.93162 -1.72018 -2.18839
C -2.10322 -1.83593 -1.11114
H 1.75340 1.05436 -1.08183
H 0.96092 3.18894 0.91819
H -2.62039 -2.75863 -0.87200
*
```

* SMILES: C=CNC/C=C/C
* gap between HOMO and LUMO: 0.3281 hartree

=====

(C)
DFT (the ωB97M-V functional and the def2-TZVPD basis) results for a structure of composition C6H11N.

Structure (ORCA input):
```
! wB97M-V def2-TZVPD RIJCOSX def2/J DEFGRID3
* xyz 0 1
C -0.57019 0.76780 0.95978
H -1.36596 -0.00938 0.91594
H 1.17851 -0.43454 1.40577
C 0.82086 -0.40174 -0.73889
H -3.01906 -2.21228 -0.13883
C -1.00281 -2.19762 -0.72347
H -1.02986 -3.28376 -0.78736
C 0.78204 0.22278 0.62573
H 1.59506 -0.03398 -1.42893
H 1.52500 1.26972 0.48218
H -0.94440 1.49506 0.23800
C 0.16467 -1.48624 -0.92074
N 2.04792 2.29518 -0.18538
H -2.45301 -0.68220 -0.98123
H 2.90443 2.08970 -0.68899
H 2.22640 3.02901 0.50003
H -0.64433 1.19199 1.96466
C -2.21526 -1.61951 -0.49825
*
```

* gap between HOMO and LUMO: 0.1944 hartree

=====

(D)
DFT (the ωB97M-V functional and the def2-TZVPD basis) results for an isolated molecule of C6H11N.

Structure (ORCA input):
```
! wB97M-V def2-TZVPD RIJCOSX def2/J DEFGRID3
* xyz 0 1
C -0.20156 -0.04872 -0.31591
C 2.46503 1.96806 0.98452
N -0.43838 -1.02104 -1.28867
C -1.43756 0.49260 0.34440
H -1.84760 0.10903 1.27401
C -1.43137 -2.04854 -1.04508
H -1.25697 -2.70644 -0.18742
H -1.50835 -2.69189 -1.92206
H -1.21853 1.53788 0.57023
H 3.07098 2.44259 1.74547
H 0.74088 1.33769 2.00166
H -2.41127 -1.57721 -1.03170
H -2.21722 0.42841 -0.41579
H 2.93502 2.00537 0.00760
H 0.42476 -1.38953 -1.65881
C 1.04162 0.20715 0.09728
C 1.35750 1.23821 1.11287
H 1.93301 -0.28363 -0.27262
*
```

* SMILES: C=C/C=C(\C)NC
* gap between HOMO and LUMO: 0.3218 hartree

=====

Relative energy of each structure, in hartree: (A) 0.0000; (B) 0.0568; (C) 0.2287; (D) 0.0318.

=====

(A)
DFT (the ωB97M-V functional and the def2-TZVPD basis) results for an isolated molecule of C6H11N.

Structure (ORCA input):
```
! wB97M-V def2-TZVPD RIJCOSX def2/J DEFGRID3
* xyz 0 1
H 1.38713 0.16830 -1.18094
C -1.31949 -0.06789 -0.87524
H -0.43184 -0.16005 1.17843
N -2.82576 0.20364 -0.40808
H -1.08388 -0.15887 -1.87857
C -0.10942 -2.09103 0.17084
H 2.05300 -0.42241 0.33721
H 0.76410 -2.37696 -0.37781
C -0.10139 -0.51655 0.23058
H -1.06690 -2.49080 -0.29673
C 1.23034 0.13793 -0.10778
H 0.05774 -2.44618 1.22558
C -2.00767 1.12623 -0.38064
H 0.99722 1.47845 1.51895
H -1.78202 2.07691 0.03991
H 2.26869 1.82279 0.30848
H 0.67165 2.25292 0.04607
C 1.29849 1.46356 0.44975
*
```

* SMILES: CC[C@H](C)[C@@H]1C=N1
* gap between HOMO and LUMO: 0.3790 hartree

=====

(B)
DFT (the ωB97M-V functional and the def2-TZVPD basis) results for an isolated molecule of C6H11N.

Structure (ORCA input):
```
! wB97M-V def2-TZVPD RIJCOSX def2/J DEFGRID3
* xyz 0 1
H -0.60733 -0.67386 -2.26145
C -0.77305 -0.79738 -1.18757
H -1.84693 -0.65822 1.86403
H 0.94936 0.70246 -1.76237
N -0.69235 2.10105 1.51885
H -1.12281 1.53320 -0.41820
C -0.82082 -1.06278 1.64399
H 1.96766 -0.59021 -2.20368
C 0.49032 -0.98935 -0.58074
C -0.42613 1.29101 0.33387
H 2.37952 0.26889 -0.70252
H -0.13458 -1.02135 2.46218
C -0.28045 -0.25677 0.47579
H -1.18033 2.70831 1.01367
H 0.49124 1.52790 -0.11097
H 0.99958 -1.82804 -0.05742
H -0.96105 -2.10659 1.33245
C 1.56816 -0.14825 -1.35989
*
```

* gap between HOMO and LUMO: 0.1753 hartree

=====

(C)
DFT (the ωB97M-V functional and the def2-TZVPD basis) results for an isolated molecule of C6H11N.

Structure (ORCA input):
```
! wB97M-V def2-TZVPD RIJCOSX def2/J DEFGRID3
* xyz 0 1
H -0.26955 -0.20406 1.84417
H -1.99625 1.97669 -1.10494
H -1.21236 -1.42060 -0.33691
H 0.96505 -2.44809 0.26801
H 0.05101 -1.14544 -1.59492
C -0.56063 0.55044 -0.46510
N 0.54265 1.41023 -0.26360
H 1.16761 -0.96027 2.58411
C 1.04280 2.07092 -1.22174
C 0.34109 -1.11064 1.89912
H 0.51857 2.35694 -2.13351
H 1.69368 -0.84317 0.23515
C 0.77865 -1.39080 0.46386
H 2.04781 2.42270 -0.99326
C -1.80445 1.04105 -0.60339
H -2.64529 0.46128 -0.24608
C -0.26913 -0.92581 -0.57939
H -0.39126 -1.84136 2.24842
*
```

* SMILES: C=NC(=C)CCC
* gap between HOMO and LUMO: 0.3554 hartree

=====

(D)
DFT (the ωB97M-V functional and the def2-TZVPD basis) results for an isolated molecule of C6H11N.

Structure (ORCA input):
```
! wB97M-V def2-TZVPD RIJCOSX def2/J DEFGRID3
* xyz 0 1
H -0.55403 0.00549 2.60540
H 1.18025 -0.76652 1.07861
H -2.55534 -2.36717 1.45984
N 0.95988 0.98672 -2.14904
C -1.04134 0.38081 1.70621
C 1.03658 0.10840 0.22658
C 1.38561 -0.01496 -1.19261
H -2.17340 -2.10955 -0.41793
C -1.54335 -0.51088 0.62194
H 2.52780 0.02173 -1.06378
C -0.51631 0.52481 0.33877
H 1.66128 0.95967 0.70962
H -1.76038 1.25741 2.14570
H 1.11488 -0.95772 -1.73857
H 1.62807 0.73744 -2.97785
C -1.94960 -1.76320 0.59238
H -0.84582 1.58748 -0.10051
H 1.44520 1.92002 -1.84477
*
```

* SMILES: C=C1C[C@H]1CCN
* gap between HOMO and LUMO: 0.3806 hartree

=====

Relative energy of each structure, in hartree: (A) 0.0455; (B) 0.2693; (C) 0.0000; (D) 0.0921.

=====

(A)
DFT (the ωB97M-V functional and the def2-TZVPD basis) results for an isolated molecule of C6H11N.

Structure (ORCA input):
```
! wB97M-V def2-TZVPD RIJCOSX def2/J DEFGRID3
* xyz 0 1
H -1.06060 -2.28065 0.89521
H 1.34797 3.08805 -2.46739
N 0.24402 1.18129 -0.80419
C -0.08839 -2.01798 2.88926
C 0.16600 -0.63376 0.82699
C -0.22193 -0.19180 -0.55020
C -0.22985 1.75716 -1.99266
C -0.32777 -1.69792 1.44325
H -1.29928 -0.19852 -0.69852
H 0.93079 -0.05457 1.33904
H 0.13091 -1.11395 3.45132
H 1.25808 1.14201 -0.79671
H -0.96068 -2.50938 3.31287
H -0.10030 3.11381 -3.58938
H 0.19897 -0.87640 -1.29961
H 0.77343 -2.66450 3.09405
H -1.13656 1.27396 -2.33377
C 0.37519 2.68316 -2.71956
*
```

* SMILES: C=CNC/C=C/C
* gap between HOMO and LUMO: 0.3478 hartree

=====

(B)
DFT (the ωB97M-V functional and the def2-TZVPD basis) results for an isolated molecule of C6H11N.

Structure (ORCA input):
```
! wB97M-V def2-TZVPD RIJCOSX def2/J DEFGRID3
* xyz 0 1
C 0.75383 0.98553 -1.19609
C -1.15699 -1.34419 2.56114
H -1.35218 -0.94085 3.55425
H -0.58773 -2.26050 2.73705
C -0.34615 -0.34483 1.78107
H 2.33631 0.39050 0.12771
C 1.26894 0.64594 0.18083
H 1.24064 1.56067 0.76981
H -0.07941 1.66628 -3.50439
C 0.09119 0.24689 -2.07567
H -0.79920 0.64118 1.88123
H -2.08504 -1.61019 2.05777
H 0.78502 -1.49574 0.47321
C 0.62282 -0.50850 0.89264
H -1.24524 0.44629 -3.57216
H 1.01835 2.01200 -1.44802
N -0.30837 0.69918 -3.34552
H -0.15678 -0.78968 -1.87487
*
```

* SMILES: C/C=C/C/C=C/N
* gap between HOMO and LUMO: 0.3409 hartree

=====

Relative energy of each structure, in hartree: (A) 0.0053; (B) 0.0000.

=====

(A)
DFT (the ωB97M-V functional and the def2-TZVPD basis) results for an isolated molecule of C6H11N.

Structure (ORCA input):
```
! wB97M-V def2-TZVPD RIJCOSX def2/J DEFGRID3
* xyz 0 1
H 2.10264 0.05370 3.15535
H 2.14936 2.14774 0.91887
C -2.64043 -1.46183 -1.56508
C -1.40668 -0.62215 -1.58737
H -1.03902 -0.62393 0.45608
C 0.56311 0.54148 -0.54321
N 1.37348 0.26656 0.60560
H -1.09786 -0.21382 -2.54422
C -0.73818 -0.23067 -0.51188
H 1.13440 -0.57603 1.10599
H -3.24579 -1.34134 -2.46261
H 1.06112 0.25885 -1.46835
C 2.32602 0.99604 2.68013
H 2.83740 1.77068 3.21837
H 0.36048 1.61503 -0.66871
C 1.97252 1.19928 1.40947
H -3.27433 -1.24215 -0.70637
H -2.43825 -2.53744 -1.49207
*
```

* SMILES: C=CNC/C=C/C
* gap between HOMO and LUMO: 0.3288 hartree

=====

(B)
DFT (the ωB97M-V functional and the def2-TZVPD basis) results for an isolated molecule of C6H11N.

Structure (ORCA input):
```
! wB97M-V def2-TZVPD RIJCOSX def2/J DEFGRID3
* xyz 0 1
H 0.16090 3.12169 1.19728
C -0.18685 2.24979 1.75203
H -0.91217 0.32435 1.51267
H 2.49055 1.33930 0.60790
H 0.59474 2.11948 2.52060
H -0.62326 -3.28309 -2.08097
H -1.68488 -1.77984 -2.25824
C -1.18301 -2.47840 -1.59968
C 1.85093 0.51977 0.29566
H 2.40949 -0.39049 0.13130
H -0.63093 0.22129 -1.70064
C -0.12987 -0.33375 -0.91416
H 0.56045 -2.15292 -0.19906
C -0.21283 -1.65299 -0.77540
H -1.11372 2.55325 2.23864
H -1.83722 -3.01245 -0.90839
N -0.44542 1.05373 1.00053
C 0.51588 0.55542 0.10233
*
```

* SMILES: C=C(/C=C/C)NC
* gap between HOMO and LUMO: 0.3195 hartree

=====

(C)
DFT (the ωB97M-V functional and the def2-TZVPD basis) results for an isolated molecule of C6H11N.

Structure (ORCA input):
```
! wB97M-V def2-TZVPD RIJCOSX def2/J DEFGRID3
* xyz 0 1
H -1.16416 -0.35423 -0.81946
H -1.64335 0.45835 1.30279
C -0.33240 -1.07889 -0.75507
H -0.81677 -1.97912 -0.36043
C -0.82442 1.16434 1.23651
C 0.27683 -1.40475 -2.06628
H -0.01539 -0.98527 -3.01768
H 1.52086 -0.47688 -0.28888
N 0.61058 -0.37952 0.11729
H 1.65999 -2.85250 -1.21490
H -0.38862 2.44756 2.96245
H -2.04445 2.53954 2.30193
C 0.40467 0.74495 0.89416
C 1.23068 -2.33948 -2.06453
H 1.80499 -2.56981 -2.96241
H 1.27739 1.31072 1.18988
H -0.56100 3.29470 1.49743
C -0.99543 2.46027 2.04720
*
```

* SMILES: C=CCN/C=C/C
* gap between HOMO and LUMO: 0.3189 hartree

=====

(D)
DFT (the ωB97M-V functional and the def2-TZVPD basis) results for an isolated molecule of C6H11N.

Structure (ORCA input):
```
! wB97M-V def2-TZVPD RIJCOSX def2/J DEFGRID3
* xyz 0 1
H 1.10578 -2.40539 -0.77048
H 2.56114 1.26646 0.33705
C 0.57804 0.27676 0.24395
H -0.79806 0.94465 -1.18021
H 0.13858 -3.00945 0.52849
C 1.87631 0.77037 -0.37633
H -2.74884 1.03288 0.84631
H 0.20113 2.08218 1.66353
H -2.61559 -0.02235 -0.73878
N 0.70339 -1.01733 0.65035
H 1.61797 1.59988 -1.05873
C -0.04273 1.86926 0.65932
C -2.06625 0.33507 0.26495
C -0.67690 0.91030 -0.14281
H 2.50508 -0.03349 -0.79637
H -0.64622 -2.00101 -0.81005
H -1.96079 -0.48404 0.86919
C 0.26795 -2.11476 -0.18938
*
```

* gap between HOMO and LUMO: 0.2182 hartree

=====

Relative energy of each structure, in hartree: (A) 0.0000; (B) 0.0486; (C) 0.0198; (D) 0.2612.